No. 1
DFT (the ωB97M-V functional and the def2-TZVPD basis) results for a molecular structure, C18H56B2ClHfO18S6.

- Charge: +2
- HOMO (alpha / beta): -15.524 / -15.516 eV
- 2S+1: 2
- LUMO level (alpha / beta): -0.2022 / -0.3744 hartree
- Gap between HOMO and LUMO (alpha / beta): 0.368 / 0.196 hartree

```
102
Properties=species:S:1:pos:R:3:mulliken_charge:R:1
Hf 5.59002 22.67371 -21.11713 0.852
B 7.35428 23.10108 -19.32648 1.708
H 7.52961 23.49741 -20.31462 -0.076
H 6.45255 22.51015 -19.28263 -0.441
H 8.15493 22.42009 -19.08267 -0.389
H 7.34435 23.93804 -18.64556 -0.453
B 5.23293 21.32634 -23.17491 1.966
H 6.22981 21.63924 -23.44429 -0.102
H 4.64170 22.22436 -23.08404 -0.818
H 4.74415 20.71691 -23.91918 -0.092
H 5.21613 20.84656 -22.20860 -0.952
Cl 6.91312 24.14066 -22.98262 0.096
O 6.60992 18.31531 -19.56617 -0.664
S 5.34204 19.02147 -19.58393 0.951
O 5.33303 20.44785 -19.86000 -0.899
O 4.50621 18.37401 -20.83423 -0.375
C 4.67237 16.98517 -21.11717 -0.337
C 3.40369 16.62457 -21.81172 -0.944
C 4.20902 18.55238 -18.22029 -0.863
H 4.77786 16.46235 -20.16658 0.461
H 5.58501 16.80129 -21.68408 0.251
H 3.31360 15.63163 -22.25223 0.484
H 3.21035 17.30238 -22.64316 0.218
H 2.57533 16.64585 -21.10358 0.101
H 4.56799 19.03517 -17.31137 0.469
H 4.15251 17.48023 -18.03214 0.445
H 3.18765 18.89589 -18.38428 0.106
O 7.55361 21.21188 -21.26216 -0.358
S 8.51676 20.11683 -21.56332 0.894
O 8.06512 18.82252 -22.04988 -0.606
O 9.65817 20.74521 -22.58002 -0.260
C 10.09529 22.11052 -22.36164 0.140
C 11.62489 22.13268 -22.54753 -1.296
C 9.69902 19.80294 -20.08419 -0.839
H 9.97037 22.49547 -21.34956 0.224
H 9.61546 22.79862 -23.05761 0.212
H 11.77614 21.65950 -23.51775 0.327
H 12.07113 21.63739 -21.68517 0.298
H 12.02475 23.13543 -22.69819 0.394
H 10.57698 19.26707 -20.44492 0.432
H 9.09999 19.33671 -19.30196 0.316
H 9.78969 20.82732 -19.72292 0.255
O 3.78333 24.16544 -22.05075 -0.669
S 3.10354 24.94067 -23.09102 0.951
O 3.73520 25.81489 -24.04522 -0.765
O 2.09546 23.87279 -23.81915 -0.084
C 1.78601 23.94353 -25.19119 -0.227
C 0.46831 23.20873 -25.34603 -1.166
C 1.86719 25.94472 -22.26647 -0.847
H 2.52590 23.43781 -25.81160 0.219
H 1.60038 24.96607 -25.51990 0.448
H 0.14022 23.41626 -26.36455 0.461
H -0.42703 23.53931 -24.81954 0.327
H 0.62100 22.16263 -25.08057 0.194
H 1.34241 26.42669 -23.09135 0.481
H 2.30872 26.63481 -21.54751 0.320
H 1.23783 25.19311 -21.78992 0.114
O 0.93809 22.21751 -21.43303 -0.646
S 2.01719 21.23228 -21.51906 0.786
O 3.32345 21.74052 -21.14824 1.368
O 1.58290 19.88334 -20.59923 0.422
C 0.32358 19.30207 -20.65733 -0.217
C 0.08804 18.47413 -19.38109 -1.257
C 2.11063 20.31183 -23.14411 -0.670
H 0.25744 18.64955 -21.52793 0.270
H -0.50230 20.01169 -20.70708 0.337
H 0.29066 19.02071 -18.46006 0.276
H 0.81162 17.65951 -19.35072 0.241
H -0.91123 18.06194 -19.24083 0.429
H 2.57412 20.95757 -23.88997 0.188
H 1.09590 19.96175 -23.33349 0.592
H 2.77752 19.51447 -22.81616 -0.328
O 2.41074 21.51913 -18.01759 -0.664
S 2.95390 22.80854 -18.28605 0.653
O 4.10826 22.91502 -19.19810 -0.518
O 1.80454 23.95613 -18.69421 0.408
C 0.48517 23.71360 -18.27142 -0.036
C -0.31750 25.01535 -18.53042 -1.232
C 3.37340 23.66870 -16.65483 -0.886
H 0.29193 23.38004 -17.25186 0.419
H 0.06939 22.89281 -18.85582 0.020
H -0.13670 25.75204 -17.74767 0.316
H -1.39134 24.85399 -18.62487 0.445
H 0.06715 25.51453 -19.41979 0.159
H 4.18815 23.19346 -16.10854 0.481
H 2.53706 23.66508 -15.95582 0.423
H 3.61679 24.72277 -16.78825 0.012
O 5.37890 24.86790 -20.26012 -1.012
S 5.35818 26.31720 -19.98134 1.064
O 5.10415 27.25864 -21.05516 -0.700
O 4.30009 26.47522 -18.80810 0.210
C 4.02465 27.75200 -18.28094 -0.591
C 2.58692 27.65991 -17.66828 -0.890
C 6.83523 26.77277 -19.15502 -1.244
H 3.95982 28.56291 -19.00642 0.456
H 4.74521 28.06645 -17.52595 0.296
H 1.97244 27.00952 -18.29078 0.009
H 2.17273 28.66662 -17.61273 0.442
H 2.70634 27.19654 -16.68893 0.324
H 7.60790 26.60281 -19.90481 0.458
H 6.98888 26.05799 -18.34658 0.336
H 6.88654 27.76863 -18.71487 0.459
```

---

No. 2
DFT (the ωB97M-V functional and the def2-TZVPD basis) results for a molecular structure, C5H14BrO3V.

- Charge: +1
- HOMO (alpha / beta): -12.445 / -12.447 eV
- 2S+1: 2
- LUMO level (alpha / beta): -0.3367 / -0.3063 hartree
- Gap between HOMO and LUMO (alpha / beta): 0.121 / 0.151 hartree
- Energy relative to the best compared isomer or geometry (same formula, charge and spin): 5.5 kcal/mol

```
24
Properties=species:S:1:pos:R:3:mulliken_charge:R:1
O 22.50098 -23.05752 6.74172 -0.338
V 22.04255 -22.60653 8.16911 1.184
Br 21.66765 -20.05745 7.84219 0.108
C 26.41782 -16.96530 6.85756 -1.200
C 25.41235 -18.08824 7.11816 0.625
C 25.71593 -18.87920 8.38634 -1.190
O 24.11996 -17.53304 7.14549 -0.394
H 25.87244 -16.20065 6.30249 0.341
H 27.27512 -17.25330 6.25188 0.344
H 26.81366 -16.54619 7.78261 0.300
H 25.54337 -18.79116 6.28449 0.161
H 26.72392 -19.29035 8.30154 0.378
H 25.04499 -19.74670 8.42791 0.237
H 25.59690 -18.27263 9.28169 0.328
H 23.45404 -18.20741 7.28206 0.089
C 17.82592 -15.97300 8.05608 -1.192
C 18.82345 -17.06007 7.80150 0.008
O 20.12776 -16.55328 8.15691 -0.442
H 16.87819 -16.11761 7.53412 0.353
H 18.24066 -15.03698 7.67974 0.305
H 17.58612 -15.85639 9.11305 0.306
H 18.85700 -17.29210 6.72669 0.254
H 18.61470 -17.96934 8.37953 0.256
H 20.77618 -17.24816 8.01258 0.181
```